Below is a 11-piece molecular cluster, C93H198N10O11 overall in a non-equilibrium geometry, with properties calculated with ωB97M-V with the def2-TZVPD basis set.

Geometry as ORCA input:
```
! RIJCOSX wB97M-V def2-TZVPD def2/J DEFGRID3
* xyz 0 1
O -1.86 7.91 -1.86
O -0.40 6.22 5.81
O -2.38 0.48 7.03
O 1.53 1.20 -4.33
O 6.83 3.73 -0.88
O -3.13 1.85 -6.53
O 0.63 0.52 -1.52
O -0.83 -3.50 3.03
O -1.88 -4.79 -2.70
O 1.61 -1.38 5.74
O 2.44 -5.48 -1.36
N -0.94 -4.87 3.37
N 3.82 -5.22 -1.66
N 2.44 -0.30 5.46
N -0.47 5.31 4.64
N -0.60 -0.11 -1.20
N -3.46 -0.02 6.20
N 5.38 3.61 -0.82
N -4.39 1.33 -6.04
N -2.39 -4.41 -4.02
N -0.84 7.18 -2.53
C -2.77 -5.05 1.82
C 0.37 7.40 -1.74
C 2.89 2.58 0.13
C -1.34 5.77 -2.72
C 3.30 -0.12 6.66
C -1.46 -7.12 2.43
C 5.33 2.16 -2.82
C 4.04 -4.96 -3.12
C -1.90 5.20 -1.45
C 3.48 -6.17 -3.84
C 6.29 -4.03 -2.27
C -6.35 -0.14 -6.39
C -2.59 -1.35 0.43
C 0.54 -1.90 0.16
C -1.44 2.14 -0.79
C 0.26 -5.32 4.13
C 1.15 5.24 -2.76
C 2.39 0.25 7.82
C 0.11 -2.12 -2.32
C -3.35 -5.06 -6.60
C 0.05 7.19 3.03
C 4.15 1.17 6.28
C -1.87 -4.75 -6.31
C 0.49 3.42 3.49
C -0.29 -7.64 3.28
C 4.92 1.01 4.99
C -0.20 5.05 -3.42
C -3.12 -0.10 -4.49
C 0.70 3.58 5.96
C -4.21 -0.71 -7.50
C -1.89 -2.11 -0.68
C 1.90 -0.45 3.13
C -4.72 -0.24 3.66
C 3.65 -2.83 -0.85
C 3.44 -3.68 -3.75
C 0.29 -4.44 5.39
C -2.94 -1.09 5.24
C 5.44 0.98 -0.62
C -0.49 -5.51 0.85
C 0.04 4.09 2.21
C 3.42 2.28 -1.29
C -1.31 -6.67 -4.64
C -0.43 -1.58 -0.98
C 2.06 5.17 4.50
C 0.73 4.41 4.67
C 4.97 4.11 0.56
C 1.65 -5.18 3.45
C 4.32 -4.18 -0.71
C 5.79 -4.14 -0.82
C -5.64 0.36 -4.11
C -1.65 -0.53 4.56
C -2.66 0.11 0.05
C 0.55 1.18 -5.34
C -4.24 -6.12 -3.59
C -5.18 0.77 4.69
C 3.08 -0.55 4.12
C -1.45 -5.11 -4.85
C -4.70 2.00 6.81
C 4.06 0.59 3.81
C -2.42 5.91 -3.78
C -4.04 1.22 5.64
C -2.31 6.72 3.76
C 0.26 7.08 -0.25
C 5.56 3.38 1.84
C 4.18 -1.27 7.05
C 0.67 8.90 -1.74
C -3.87 -4.69 -4.09
C 0.48 -0.32 -5.81
C -0.92 6.12 3.44
C -0.55 0.88 1.14
C 4.08 -4.67 0.69
C -0.01 -6.81 4.47
C -1.15 5.06 2.34
C -0.07 -4.53 -4.66
C 5.26 5.58 0.61
C -4.06 -1.45 4.41
C 1.47 6.65 -2.43
C -5.33 1.25 -8.31
C 4.98 2.21 -1.33
C -3.12 2.23 4.89
C 3.72 -1.93 3.97
C -4.26 -4.51 -5.59
C -1.37 -5.60 2.06
C -3.93 2.26 -3.87
C -4.50 -3.68 -3.14
C -1.28 0.70 -0.18
C 5.55 -4.95 -3.30
C -2.61 -2.33 6.16
C -5.09 0.49 -7.02
C 3.41 3.99 0.60
C -6.13 -0.83 -5.03
C -4.21 0.93 -4.62
C 0.82 2.15 -6.39
H -0.58 0.04 1.78
H 1.97 4.78 -3.27
H 4.25 -2.19 -1.44
H -0.69 -4.25 5.88
H 4.73 -2.09 4.42
H 2.39 -6.25 -3.82
H -2.26 6.08 -0.86
H 5.65 0.27 5.22
H 0.26 -6.27 0.83
H 5.07 0.03 -1.02
H -6.34 1.19 -4.07
H -3.73 -6.22 -2.66
H -0.82 -6.88 5.21
H -5.54 -3.82 -3.14
H -0.25 9.41 -1.46
H -3.66 -2.11 3.67
H 2.96 0.67 8.69
H 3.41 -3.81 -4.81
H -1.56 -7.72 1.55
H -3.34 2.82 -6.59
H 1.41 2.95 3.15
H -3.18 -0.44 -3.45
H -2.58 4.89 -4.24
H -0.47 -8.76 3.56
H -2.69 0.37 7.96
H 3.43 2.02 6.31
H -2.12 2.23 5.38
H 1.64 -5.62 2.45
H -3.56 3.20 5.05
H -3.45 -5.27 2.62
H 0.38 7.83 3.95
H -3.43 -6.14 -6.64
H 0.68 -3.43 5.27
H 2.13 6.04 5.13
H 0.21 -4.78 -3.63
H -4.49 1.79 -8.71
H -2.17 8.43 -2.59
H -6.74 -0.98 -7.02
H 0.87 4.54 1.83
H 4.85 1.21 -3.17
H -2.26 -7.20 -4.81
H 0.99 6.80 2.58
H -4.84 -2.04 4.86
H -1.33 -4.06 -2.48
H -4.20 -1.57 -6.81
H 2.31 -5.71 4.14
H -6.11 2.02 -8.20
H 0.90 -4.87 6.21
H -0.23 2.71 3.81
H -0.63 5.67 6.63
H -3.23 -0.91 -5.17
H 5.21 3.91 2.74
H -4.40 -3.47 -5.75
H 0.03 -3.27 2.64
H 6.45 2.08 -3.00
H -1.03 -1.31 4.17
H -3.51 -4.66 -7.63
H 2.41 -3.53 -3.35
H 7.29 -4.37 -2.33
H -2.30 2.69 -0.37
H -0.13 5.29 -4.51
H 6.13 -5.06 -0.35
H 2.86 4.39 4.67
H 0.56 -0.90 -4.88
H 2.95 1.30 -1.57
H -3.95 2.13 -2.78
H 3.08 4.25 1.61
H -3.40 6.32 -3.48
H -3.16 -0.45 -7.79
H -0.46 7.93 2.40
H -0.62 -7.10 -5.37
H -0.03 -4.54 0.78
H 0.56 -7.56 2.63
H 3.64 -2.19 7.25
H 1.13 4.58 -1.82
H 1.19 0.37 3.36
H -0.44 -0.41 -6.42
H 1.00 -1.58 -2.59
H -2.02 6.61 -4.55
H 5.86 -6.01 -3.03
H 2.01 5.53 3.45
H 0.73 4.14 6.89
H 3.03 -4.64 1.00
H 2.37 6.88 -1.81
H -1.50 2.16 -1.89
H -5.24 -5.03 -5.69
H 0.55 1.12 1.00
H 3.57 1.50 3.52
H 6.55 0.92 -0.58
H -5.32 -1.59 -5.00
H -0.04 -3.43 -4.73
H -4.57 -1.09 -8.49
H -0.99 -6.81 -3.60
H -1.02 0.00 5.32
H 2.30 -0.36 2.14
H 1.01 7.55 0.36
H 0.04 -2.02 1.12
H -5.55 -0.04 -3.10
H -5.50 2.72 6.50
H -2.93 2.68 -4.15
H 3.82 -6.13 -4.83
H 1.92 -0.67 8.14
H -3.14 -5.56 0.90
H -2.40 7.51 4.51
H -1.76 -3.67 -6.42
H 4.88 6.11 -0.31
H 3.42 -2.42 0.13
H 2.13 1.93 -4.43
H 1.65 7.15 -3.42
H -2.40 -3.27 5.53
H -3.21 0.72 0.74
H -3.39 -2.47 6.82
H 1.79 2.02 -6.83
H -4.18 -2.69 -3.41
H 3.03 4.80 -0.06
H -2.11 4.52 2.45
H 0.84 -7.17 5.07
H 1.97 -4.67 -1.63
H -2.95 5.85 4.00
H -0.47 1.30 -4.93
H -0.53 2.68 -0.58
H 1.10 -2.77 -0.09
H 6.63 3.31 1.72
H -2.40 -7.17 2.95
H 5.24 0.96 0.43
H -1.74 -3.16 -0.47
H 6.91 4.58 -1.37
H 4.74 -1.04 7.94
H -5.53 0.43 -9.07
H 1.83 2.52 0.15
H -4.03 -6.84 -4.34
H 0.71 -1.09 5.49
H -7.10 -1.30 -4.75
H 1.46 9.23 -0.99
H -3.26 0.27 -0.84
H -2.87 1.99 3.84
H 1.61 0.93 7.47
H 3.81 -7.09 -3.41
H -1.85 0.19 3.76
H -1.26 5.56 1.31
H -5.58 1.65 4.12
H 1.89 -4.11 3.26
H 5.41 1.97 4.86
H 4.94 -1.47 6.21
H -7.17 0.48 -6.28
H -0.62 -1.98 -3.14
H -1.27 -5.32 -6.96
H -2.13 0.28 -4.63
H 4.70 0.19 3.00
H 4.94 3.02 -3.36
H 6.32 5.71 0.60
H -2.85 -3.98 1.51
H 1.36 -1.43 3.13
H 5.25 2.33 1.90
H 1.05 9.27 -2.72
H 0.71 3.21 -5.98
H 5.83 -4.70 -4.31
H -4.02 0.07 2.92
H -1.13 1.67 1.66
H 0.37 -3.20 -2.22
H -5.63 -0.60 3.06
H 2.66 -2.82 -1.32
H 4.69 -4.05 1.41
H 4.40 -5.72 0.72
H -2.76 4.45 -1.57
H -3.54 -1.80 0.55
H 0.53 0.75 -2.42
H 4.83 1.41 7.17
H 1.48 2.84 6.01
H 3.24 1.83 0.82
H -1.14 -5.55 -0.01
H -2.13 -1.46 1.39
H -2.53 -2.07 -1.58
H 0.04 2.13 -7.14
H -1.11 4.71 -0.87
H -2.59 7.14 2.77
H 0.70 -4.89 -5.41
H 1.24 -0.61 -6.54
H 3.74 -2.20 2.92
H 6.27 -2.98 -2.53
H 1.26 -1.09 0.23
H -0.25 3.02 6.01
H 3.07 3.03 -2.01
H -5.90 0.23 5.33
H 3.97 -2.73 -3.50
H 3.03 -2.67 4.44
H 0.41 6.00 -0.04
H -0.46 4.01 -3.41
H -4.01 2.55 7.51
H 6.18 -3.33 -0.22
H -5.33 -6.20 -3.50
H 4.83 5.89 1.52
H -4.60 3.02 -4.15
H -0.23 3.34 1.48
H -4.06 -3.92 -2.17
H -0.67 7.43 0.19
H -5.17 1.22 7.43
H -1.71 -2.14 6.75
*
```

HOMO-LUMO gap = 8.57 eV
Maximum force = 4.2 eV/A
M = 1632.67 g/mol
SMILES = CC1(C)CCCC(C)(C)N1O.CC1(C)CCCC(C)(C)N1O.CC1(C)CCCC(C)(C)N1O.CC1(C)CCCC(C)(C)N1O.CC1(C)CCCC(C)(C)N1O.CC1(C)CCCC(C)(C)N1O.CC1(C)CCCC(C)(C)N1O.CC1(C)CCCC(C)(C)N1O.CC1(C)CCCC(C)(C)N1O.CC1(C)CCCC(C)(C)N1O.CC(C)O
Energy above the lowest of the compared OMol25 structures with the same formula, charge and spin = 28.2 kcal/mol